(1)
Formula: C15H32NO3P2Sr
Source: the OMol25 dataset
Level of theory: wB97M-V/def2-TZVPD

Geometry as XYZ:
```
54
C15H32NO3P2Sr, DFT wB97M-V/def2-TZVPD
Sr -0.0174 -0.0556 -0.1164
P -1.3194 -1.5625 1.4452
C -2.9028 -0.6494 1.1711
C -2.8539 0.8601 0.9888
N -1.7507 1.4096 0.5059
C -1.5720 2.7012 0.2742
C -2.6120 3.5751 0.5698
C -3.8025 3.0550 1.0750
C -3.9315 1.6836 1.2835
C -0.2256 3.1763 -0.2513
P 0.7877 2.0225 -1.2931
H -4.8429 1.2561 1.6682
H -2.4881 4.6335 0.4059
H -4.6303 3.7188 1.3063
H -0.3583 4.0649 -0.8871
H 0.3831 3.4963 0.6218
H -3.4003 -1.0776 0.2623
H -3.5407 -0.9193 2.0269
H -2.1662 -1.4637 -4.1373
O -3.0784 -1.7847 -4.1007
H -3.5860 -1.2792 -4.7484
H 1.6077 -0.1157 -4.8811
O 1.1998 -0.4335 -5.7021
H 1.9205 -0.5224 -6.3436
C 0.1526 2.1960 -2.9320
H 0.3180 3.2404 -3.2048
H 0.6959 1.5544 -3.6473
H -0.9235 1.9721 -3.0391
C 2.4473 2.5558 -1.2016
H 3.1043 1.9272 -1.8230
H 2.4548 3.5727 -1.5950
H 2.8619 2.5665 -0.1800
C -0.9578 -1.3731 3.1742
H -1.7965 -1.8255 3.7112
H -0.0329 -1.9017 3.4549
H -0.8546 -0.3246 3.5076
C -1.6221 -3.2439 1.0338
H -0.7267 -3.8660 1.1944
H -2.4165 -3.5830 1.7000
H -1.9493 -3.3883 -0.0104
C 2.3797 -2.3363 2.5434
C 2.7053 -1.6604 1.2107
C 3.8237 -0.6287 1.3962
C 3.0954 -2.7087 0.1628
O 1.6248 -1.0003 0.7494
H 3.2634 -2.8738 2.8999
H 1.5633 -3.0595 2.4193
H 2.1122 -1.5844 3.2952
H 4.7249 -1.1280 1.7590
H 4.0432 -0.1352 0.4432
H 3.5189 0.1372 2.1180
H 2.2751 -3.4189 0.0094
H 3.3133 -2.2215 -0.7934
H 3.9824 -3.2497 0.5003
```

Net charge: +1


(2)
Formula: C33H32ClN5O3PdS3
Source: the OMol25 dataset
Level of theory: wB97M-V/def2-TZVPD

Geometry as XYZ:
```
78
C33H32ClN5O3PdS3, DFT wB97M-V/def2-TZVPD
Pd 0.4175 -0.2039 -0.3590
C 3.3399 2.1835 2.9575
C 2.6576 0.8748 2.9830
N 1.5108 0.5463 2.6581
C 1.1530 -0.8323 2.7525
C 2.3644 -1.5677 3.3349
S 3.6713 -0.6563 3.5636
C -1.4161 -0.4372 2.9727
C -2.4376 0.1433 3.6620
S -3.7680 0.3677 2.6174
C -2.8858 -0.3684 1.3328
N -1.6758 -0.7222 1.6631
C -3.4770 -0.5706 -0.0167
H 2.6279 2.9303 2.6130
H 4.1884 2.1450 2.2717
H 3.7175 2.4460 3.9470
H 2.3798 -2.6374 3.5135
H -2.4769 0.4524 4.6937
H -4.4889 -0.9681 0.0540
H -2.8530 -1.2709 -0.5714
H -3.4958 0.3829 -0.5453
S -0.2835 -3.5292 2.5463
C -0.3863 -2.4351 3.8394
C -0.7042 -2.9610 5.0972
C -0.5809 -2.1695 6.2076
C -0.1706 -0.7964 6.1342
C 0.0363 -0.2298 4.9376
C -0.1301 -0.9734 3.6516
N 1.0185 -1.3901 1.4250
C 0.4169 -2.5250 1.2377
C 0.2138 -3.0134 -0.0890
C -0.0618 -4.3620 -0.3817
C -0.1881 -4.7402 -1.6957
C -0.0628 -3.7744 -2.6994
C 0.1707 -2.4373 -2.4064
C 0.3290 -2.0184 -1.0891
H -0.9771 -4.0042 5.1935
H -0.7809 -2.6023 7.1807
H -0.0720 -0.2268 7.0481
H 0.2575 0.8258 4.8394
H -0.1610 -5.1012 0.4060
H -0.3810 -5.7715 -1.9546
H -0.1544 -4.0766 -3.7351
H 0.2429 -1.7327 -3.2236
C -4.2569 3.3669 -2.4490
C -3.2774 3.4140 -3.6127
N -3.4037 2.2707 -4.5137
C -4.6454 2.1255 -5.2804
C -5.5751 1.0556 -4.7258
C -2.4627 1.3228 -4.6830
O -2.5961 0.3426 -5.3990
C -1.1589 1.4806 -3.9427
C -0.1339 2.3024 -4.3887
C 1.0710 2.3043 -3.7063
C 1.2135 1.4954 -2.5969
N 0.2293 0.6886 -2.1819
C -0.9311 0.6804 -2.8423
H -4.0589 4.1949 -1.7684
H -4.1403 2.4360 -1.8921
H -5.2901 3.4445 -2.7878
H -2.2621 3.4518 -3.2239
H -3.4344 4.3245 -4.1971
H -4.3785 1.8871 -6.3099
H -5.1332 3.1008 -5.2780
H -5.0874 0.0827 -4.7490
H -6.4774 0.9980 -5.3348
H -5.8725 1.2821 -3.7013
H -0.2810 2.9394 -5.2518
H 1.8925 2.9328 -4.0180
H 2.1312 1.4709 -2.0279
H -1.6992 0.0150 -2.4749
Cl -0.2696 4.7200 -1.1885
C -0.5362 3.9351 0.3931
C -0.6618 2.4300 0.1657
O -1.7280 1.9791 -0.2460
O 0.3923 1.7488 0.4409
H -1.4600 4.3342 0.8009
H 0.3107 4.1812 1.0251
```

Net charge: +2


(3)
Formula: C52H61Cl2O4SV
Source: the OMol25 dataset
Level of theory: wB97M-V/def2-TZVPD

Geometry as XYZ:
```
121
C52H61Cl2O4SV, DFT wB97M-V/def2-TZVPD
V -0.1234 -1.6073 0.4081
C 3.1029 -3.6059 -1.5137
O 2.3959 -2.5611 -0.8524
C 2.2506 -1.4057 -1.5817
C 1.3731 -1.3531 -2.6670
C 0.3989 -2.4894 -2.9710
C -1.0311 -1.9846 -3.0003
C -1.6068 -1.5807 -4.1938
C -2.8776 -1.0178 -4.2613
C -3.5694 -0.8676 -3.0669
C -3.0388 -1.2698 -1.8491
C -3.8223 -1.0760 -0.5701
C -3.1471 -0.4147 0.6286
C -3.7119 -0.6650 1.8803
C -3.2812 -0.0426 3.0435
C -2.2082 0.8415 2.9356
C -1.5773 1.0874 1.7271
C -0.4468 2.0958 1.6538
C 0.9843 1.6729 1.9719
C 1.7605 2.4558 2.8158
C 3.1330 2.2707 2.9522
C 3.7442 1.4090 2.0425
C 3.0100 0.5912 1.1983
C 3.6953 -0.2864 0.1577
C 2.9626 -0.2805 -1.1741
C 2.9551 0.8390 -1.9958
C 2.2284 0.8697 -3.1838
C 1.4034 -0.2172 -3.4643
C 2.3609 1.9938 -4.2097
C 0.9898 2.5959 -4.5444
C 3.2797 3.1153 -3.7204
C 2.9729 1.3932 -5.4879
C 1.6110 0.6071 1.3090
O 0.8801 -0.3908 0.7984
C 3.9557 2.9553 4.0416
C 3.0636 3.6034 5.1052
C 4.8156 1.8903 4.7453
C 4.8547 4.0370 3.4296
C -2.0596 0.4590 0.5690
O -1.4147 0.7367 -0.6247
C -2.0191 1.7661 -1.3952
C -3.9577 -0.2603 4.3977
C -5.0994 -1.2765 4.3133
C -4.5445 1.0814 4.8640
C -2.9394 -0.7709 5.4262
C -1.7758 -1.8603 -1.8124
O -1.2465 -2.2125 -0.6330
C -3.4245 -0.5300 -5.6020
C -3.3333 -1.6538 -6.6455
C -2.5776 0.6681 -6.0616
C -4.8861 -0.0869 -5.5140
H 4.1817 -3.4537 -1.4116
H 2.8568 -3.6509 -2.5753
H 2.8130 -4.5361 -1.0273
H 0.4925 -3.2676 -2.2142
H 0.6385 -2.9163 -3.9472
H -1.0219 -1.6988 -5.0993
H -4.5557 -0.4204 -3.0647
H -4.1775 -2.0541 -0.2329
H -4.7151 -0.4908 -0.8079
H -4.5456 -1.3538 1.9180
H -1.8380 1.3575 3.8150
H -0.7026 2.9259 2.3134
H -0.4095 2.4863 0.6349
H 1.2694 3.2487 3.3669
H 4.8262 1.3647 1.9825
H 3.7626 -1.3133 0.5212
H 4.7076 0.0963 0.0193
H 3.5328 1.7004 -1.6848
H 0.7525 -0.1912 -4.3311
H 0.5811 3.1255 -3.6812
H 0.2767 1.8265 -4.8422
H 1.0823 3.3046 -5.3703
H 2.9204 3.5414 -2.7819
H 3.3102 3.9141 -4.4631
H 4.2982 2.7512 -3.5753
H 2.2939 0.6752 -5.9498
H 3.9076 0.8781 -5.2597
H 3.1801 2.1829 -6.2140
H 2.3825 2.8710 5.5427
H 2.4776 4.4270 4.6940
H 3.6894 4.0071 5.9027
H 4.1933 1.0449 5.0439
H 5.2818 2.3092 5.6396
H 5.6075 1.5140 4.0977
H 4.2442 4.8265 2.9872
H 5.4929 3.6246 2.6464
H 5.4928 4.4821 4.1966
H -2.9983 1.4606 -1.7711
H -1.3560 1.9522 -2.2390
H -2.1307 2.6823 -0.8075
H -5.8787 -0.9367 3.6286
H -5.5487 -1.3983 5.2998
H -4.7362 -2.2520 3.9852
H -5.2365 1.4689 4.1137
H -3.7650 1.8275 5.0240
H -5.0900 0.9528 5.8012
H -2.5583 -1.7484 5.1284
H -3.4165 -0.8690 6.4039
H -2.0898 -0.0950 5.5258
H -2.2990 -1.9351 -6.8427
H -3.7796 -1.3333 -7.5891
H -3.8644 -2.5399 -6.2939
H -1.5275 0.3864 -6.1565
H -2.6455 1.4828 -5.3374
H -2.9230 1.0358 -7.0308
H -5.5319 -0.9210 -5.2325
H -5.2135 0.2821 -6.4872
H -5.0232 0.7218 -4.7945
Cl -0.1701 -1.4663 3.2708
C 0.6303 -2.9128 3.7725
C 1.0295 -3.0242 5.0921
C 1.6563 -4.1807 5.5192
C 1.8869 -5.2080 4.6178
C 1.4842 -5.0789 3.3014
Cl 1.7973 -6.3830 2.2114
C 0.8290 -3.9251 2.8254
S 0.2485 -3.8422 1.1898
H 0.8385 -2.2083 5.7769
H 1.9635 -4.2836 6.5509
H 2.3762 -6.1180 4.9370
```

Expectation value of S²: 2.013
Multiplicity: 3


(4)
Formula: C23H34N2O5
Source: the OMol25 dataset
Level of theory: wB97M-V/def2-TZVPD

Geometry as XYZ:
```
64
C23H34N2O5, DFT wB97M-V/def2-TZVPD
C 9.9816 0.4145 0.2501
O 8.9090 0.8378 -0.5564
C 7.9024 -0.1268 -0.7433
C 7.0518 -0.3787 0.5151
C 5.7964 -1.1534 0.1567
O 5.7352 -2.3561 0.3316
N 4.7722 -0.4668 -0.4063
C 4.6639 0.9611 -0.5927
H 5.6122 1.4566 -0.4014
C 3.5780 1.5335 0.3216
H 3.4793 2.6074 0.1619
H 3.8423 1.3660 1.3667
C 2.2398 0.8453 0.0438
C 2.4124 -0.6696 0.2045
C 3.5373 -1.1658 -0.7021
H 3.7158 -2.2305 -0.5454
H 3.2767 -0.9946 -1.7532
H 1.4850 -1.1912 -0.0340
H 2.6614 -0.8814 1.2459
O 1.3077 1.3724 0.9694
C -0.0306 1.2573 0.7453
C -0.6237 0.6615 -0.3629
C -2.0033 0.6201 -0.4718
C -2.8143 1.1665 0.5136
C -2.2186 1.7820 1.6100
C -0.8469 1.8165 1.7311
H -0.3733 2.2832 2.5802
H -2.8421 2.2328 2.3671
C -4.3002 1.2254 0.3495
O -4.8654 2.3070 0.2805
N -4.9663 0.0526 0.2815
C -4.3611 -1.2517 0.4147
C -5.0903 -2.0778 1.4749
C -6.5720 -2.1802 1.1335
C -7.1541 -0.7753 1.0179
H -8.2059 -0.8186 0.7317
H -7.0905 -0.2872 1.9929
C -6.3917 0.0779 -0.0012
C -6.6893 -0.3300 -1.4522
H -6.3822 -1.3584 -1.6404
H -7.7652 -0.2553 -1.6139
C -5.9755 0.5681 -2.4606
O -4.6319 0.1428 -2.5970
H -4.1492 0.8126 -3.0909
H -6.0149 1.6091 -2.1183
H -6.4810 0.5001 -3.4358
H -6.6957 1.1248 0.1178
H -7.1006 -2.7367 1.9098
H -6.6976 -2.7198 0.1934
H -4.6374 -3.0688 1.5305
H -4.9741 -1.5945 2.4474
H -3.3156 -1.1319 0.6994
H -4.3980 -1.7688 -0.5508
H -2.4565 0.1591 -1.3372
H -0.0303 0.2279 -1.1528
H 1.9263 1.0814 -0.9845
H 4.3894 1.1484 -1.6391
H 6.8208 0.5704 0.9989
H 7.6116 -0.9989 1.2165
H 7.2787 0.2713 -1.5483
H 8.3376 -1.0785 -1.0802
H 10.7344 1.1984 0.1922
H 10.4055 -0.5265 -0.1195
H 9.6807 0.2823 1.2948
```

Structure (SMILES): COCCC(=O)N1CCC(Oc2ccc(C(=O)N3CCCC[C@@H]3CCO)cc2)CC1


(5)
Formula: C29H37IrN5O5PS
Source: the OMol25 dataset
Level of theory: wB97M-V/def2-TZVPD

Geometry as XYZ:
```
79
C29H37IrN5O5PS, DFT wB97M-V/def2-TZVPD
Ir 0.5040 -0.0139 -0.1635
O -1.1007 0.4989 1.8055
C -2.4960 0.6030 1.5332
C -2.5686 1.2458 0.1786
N -1.8221 0.4634 -0.8227
C -2.4074 -0.8792 -1.0198
C -1.8069 -1.9282 -0.0887
O -2.5105 -2.7681 0.4239
O -0.5144 -1.8552 0.0416
C -1.7717 1.1726 -2.0994
C -0.6242 0.6104 -2.9206
O -0.6520 0.4725 -4.1129
O 0.4396 0.3259 -2.1902
H -0.9471 -0.0042 2.6144
H -2.9877 1.2437 2.2682
H -2.9701 -0.3807 1.5537
H -2.1079 2.2337 0.2318
H -3.6102 1.3649 -0.1388
H -2.1817 -1.2087 -2.0371
H -3.4923 -0.8484 -0.9092
H -1.5712 2.2309 -1.9182
H -2.7099 1.0861 -2.6506
C -0.7355 -4.3370 5.3421
C 0.0124 -4.4079 4.0032
C 0.9348 -5.6361 3.9957
C -1.0131 -4.5594 2.8819
C 0.8669 -3.1542 3.8345
C 1.8344 -2.8490 4.8106
C 2.6488 -1.7435 4.7192
C 2.4978 -0.9137 3.6134
S 3.3552 0.5516 3.2499
C 2.4280 0.7399 1.8301
N 1.5493 -0.2269 1.6075
C 1.5549 -1.1954 2.6267
C 0.7298 -2.3171 2.7379
C 2.4934 1.8358 0.8952
C 3.3149 2.9523 1.0461
C 3.2141 3.9829 0.1336
C 2.2946 3.8922 -0.9067
C 1.4861 2.7723 -1.0584
C 1.5761 1.7129 -0.1609
H -1.3705 -5.2168 5.4538
H -1.3729 -3.4520 5.3875
H -0.0554 -4.3105 6.1941
H 0.3431 -6.5430 4.1273
H 1.6713 -5.5982 4.7992
H 1.4702 -5.7144 3.0473
H -1.5938 -5.4678 3.0450
H -0.5472 -4.6399 1.8982
H -1.7136 -3.7241 2.8449
H 1.9482 -3.5017 5.6654
H 3.3806 -1.5254 5.4851
H 0.0147 -2.5243 1.9566
H 4.0167 3.0162 1.8696
H 3.8417 4.8579 0.2296
H 2.2132 4.7051 -1.6170
H 0.8128 2.7212 -1.9017
C 4.7331 -2.6198 -1.4829
N 4.2898 -1.6650 -2.5014
C 3.5655 -2.3926 -3.5512
N 2.4603 -3.2022 -3.0383
C 2.9604 -4.1176 -2.0167
N 3.6530 -3.4340 -0.9251
C 2.7260 -2.6485 -0.1131
P 1.9723 -1.3671 -1.1903
C 3.4605 -0.6095 -1.9208
C 1.3377 -2.3955 -2.5703
H 5.2335 -2.0790 -0.6778
H 5.4539 -3.2953 -1.9442
H 4.2696 -3.0597 -4.0490
H 3.1834 -1.6813 -4.2840
H 3.6660 -4.8019 -2.4890
H 2.1304 -4.6990 -1.6128
H 3.2591 -2.1743 0.7136
H 1.9512 -3.2926 0.3062
H 4.0106 -0.0764 -1.1409
H 3.1587 0.1176 -2.6771
H 0.9585 -1.7505 -3.3622
H 0.5364 -3.0399 -2.2061
```

Expectation value of S²: 0.755
Net charge: +1
Multiplicity: 2


(6)
Formula: C5H10O2
Source: the OMol25 dataset
Level of theory: wB97M-V/def2-TZVPD

Geometry as XYZ:
```
17
C5H10O2, DFT wB97M-V/def2-TZVPD
C -2.2435 -0.3113 -0.2316
C -0.7650 -0.4086 -0.5912
O -0.3698 0.6517 -1.4425
C 0.1102 -0.4884 0.6653
C 1.5986 -0.3339 0.3689
C 2.0553 1.0953 0.2225
O 1.3445 2.0713 0.3204
H -2.5688 -1.1756 0.3594
H -2.4307 0.5939 0.3594
H -2.8505 -0.2586 -1.1397
H -0.6005 -1.3166 -1.1874
H -0.2584 1.4417 -0.8916
H -0.1928 0.2973 1.3700
H -0.0762 -1.4473 1.1636
H 1.8897 -0.8637 -0.5492
H 2.2160 -0.7676 1.1690
H 3.1417 1.2204 0.0347
```

Structure (SMILES): C[C@@H](O)CCC=O


(7)
Formula: C3H8N3O
Source: the OMol25 dataset
Level of theory: wB97M-V/def2-TZVPD

Geometry as XYZ:
```
15
C3H8N3O, DFT wB97M-V/def2-TZVPD
C -1.2879 -0.0469 0.3765
C 1.6064 0.9574 0.0559
C -0.0645 -2.0325 0.0127
N -2.3483 0.7865 0.0329
N 2.8799 1.1752 -0.0345
N -0.9487 -1.1091 -0.4049
O 0.4898 1.2358 0.0401
H -1.0061 0.0781 1.3731
H 0.5009 -1.9301 0.8510
H -0.1430 -2.9732 -0.4521
H -2.0446 1.7404 -0.1286
H -2.9248 0.4987 -0.7321
H 3.6766 0.5939 0.0840
H 3.0845 2.1091 0.2223
H -1.4703 -1.0832 -1.2965
```

Net charge: +1


(8)
Formula: C18H20N2S
Source: the OMol25 dataset
Level of theory: wB97M-V/def2-TZVPD

Geometry as XYZ:
```
41
C18H20N2S, DFT wB97M-V/def2-TZVPD
C -5.2904 -0.1355 -0.7589
C -4.9416 -0.0578 0.5108
C -3.7396 -0.7434 1.0936
N -2.7470 0.2333 1.5500
C -1.9658 0.9061 0.6254
N -1.0867 0.1889 -0.0989
C -0.4251 0.7693 -1.2530
C 1.0079 1.1780 -1.0178
C 2.0242 0.6713 -1.8155
C 3.3389 1.0437 -1.6009
C 3.6518 1.9311 -0.5868
C 2.6416 2.4544 0.2019
C 1.3276 2.0834 -0.0137
H 0.5416 2.5023 0.5949
H 2.8774 3.1577 0.9870
H 4.6789 2.2183 -0.4158
H 4.1204 0.6373 -2.2263
H 1.7878 -0.0232 -2.6096
H -0.4681 0.0358 -2.0658
H -1.0042 1.6534 -1.5412
C -0.7429 -1.1848 0.2220
C 0.7457 -1.3741 0.3739
C 1.4218 -0.7185 1.3952
C 2.7876 -0.8691 1.5383
C 3.4901 -1.6886 0.6707
C 2.8204 -2.3601 -0.3360
C 1.4535 -2.2014 -0.4847
H 0.9348 -2.7247 -1.2761
H 3.3627 -3.0053 -1.0113
H 4.5578 -1.8049 0.7816
H 3.3060 -0.3464 2.3280
H 0.8715 -0.0790 2.0699
H -1.2229 -1.4384 1.1694
H -1.1174 -1.8531 -0.5653
S -2.1028 2.5527 0.5033
H -3.1916 0.9120 2.1618
H -4.0279 -1.3392 1.9664
H -3.2942 -1.3996 0.3466
H -5.4994 0.5635 1.1990
H -6.1426 0.3930 -1.1496
H -4.7397 -0.7386 -1.4630
```

Structure (SMILES): C=CCNC(=S)N(Cc1ccccc1)Cc1ccccc1


Number 1: E_tot -43113.6075 eV. Number 2: E_tot -96824.7404 eV. Number 3: E_tot -124674.2261 eV. Number 4: E_tot -37621.1195 eV. Number 5: E_tot -71320.4579 eV. Number 6: E_tot -9441.8789 eV. Number 7: E_tot -9747.8943 eV. Number 8: E_tot -32805.5942 eV.